Record 1
Molecular formula: C5H12N2
Method: DFT, ωB97M-V/def2-TZVPD

The energy above the lowest of the compared OMol25 structures with the same formula, charge and spin comes out at 601.1 kJ/mol. The largest force on an atom is 0.100 Eh/bohr. As for the LUMO energy: -1.080 eV. For the frontier orbital gap, the calculation gives 7.216 eV.

```
! RIJCOSX wB97M-V def2-TZVPD def2/J DEFGRID3
* xyz 0 1
N 0.19503 1.32928 0.00019
C 0.96714 1.27551 -1.37181
C 1.11480 -0.21977 -1.62417
C -0.17541 -0.71747 -1.00940
C -0.17932 -0.06824 0.38588
C -1.39407 -0.06391 1.38234
N -0.99082 -0.87498 2.55171
H 0.81932 1.72893 0.66811
H 1.90272 1.87631 -1.42884
H 0.22979 1.69369 -1.96156
H 1.34227 -0.59020 -2.60288
H 1.89537 -0.65341 -1.01957
H -0.10284 -1.82693 -0.83393
H -1.06915 -0.52667 -1.51655
H 0.64680 -0.49120 0.95784
H -2.28083 -0.47988 0.85876
H -1.52494 0.98173 1.63498
H -0.31366 -2.13138 1.59533
H -1.08221 -0.24141 3.33357
*
```

The computed Mulliken charges, all in e, follow:
1 N -0.5432
2 C -0.6448
3 C -0.4469
4 C -0.6916
5 C -0.1393
6 C -0.6202
7 N -0.6629
8 H 0.2345
9 H 0.3158
10 H 0.3228
11 H 0.3679
12 H 0.2475
13 H 0.2887
14 H 0.3602
15 H 0.3721
16 H 0.1965
17 H 0.4766
18 H 0.3300
19 H 0.2362

Record 2
Molecular formula: C2H4BrN2
Method: DFT, ωB97M-V/def2-TZVPD

The energy above the lowest of the compared OMol25 structures with the same formula, charge and spin comes out at 375.7 kJ/mol. The largest force on an atom is 0.078 Eh/bohr. As for the LUMO energy: -6.200 eV. For the frontier orbital gap, the calculation gives 9.851 eV.

```
! RIJCOSX wB97M-V def2-TZVPD def2/J DEFGRID3
* xyz 1 1
C 0.31296 0.45364 2.03384
C 0.34437 -0.25316 -0.46419
N 0.47302 0.42867 0.73708
N -0.95980 0.28271 1.78446
Br 1.45671 0.39530 3.46371
H 0.84229 -1.17291 -0.48282
H -0.73920 -0.56594 -0.73315
H 0.73121 0.37126 -1.31339
H -1.65623 0.97433 1.53416
*
```

The computed Mulliken charges, all in e, follow:
1 C 0.5982
2 C -0.6186
3 N -0.0767
4 N -0.3369
5 Br 0.1404
6 H 0.3331
7 H 0.3189
8 H 0.3018
9 H 0.3398

Q: Among the records above, which one has the highest frontier orbital gap?
A: C2H4BrN2